No. 1
Entry from the OMol25 dataset: a cluster of 2 separate species, C2H3NO in total (ωB97M-V with the def2-TZVPD basis set).

## Properties
- LUMO level (alpha / beta): -0.0493 / -0.0446 Eh
- Energy above the lowest of the compared OMol25 structures with the same formula, charge and spin: 117.3 kcal/mol
- Gap between HOMO and LUMO (alpha / beta): 0.3527 / 0.3278 hartree
- 2S+1: 1

Geometry (Å):
1 O -0.5831 1.2017 -0.1726
2 C -0.0143 -1.0239 0.1274
3 C 1.0537 -0.1909 0.0626
4 N 1.4582 0.9246 -0.0629
5 H -1.1703 1.9812 -0.2843
6 H -0.3293 -1.5725 -0.7557
7 H -0.3974 -1.3430 1.0924


No. 2
Entry from the OMol25 dataset: a structure of composition C23H21CoN6O2S2 (ωB97M-V with the def2-TZVPD basis set).

## Properties
- Total charge: +1
- LUMO level (alpha / beta): -0.1432 / -0.1459 Eh
- Gap between HOMO and LUMO (alpha / beta): 0.2110 / 0.2064 hartree
- 2S+1: 2

Geometry (Å):
1 Co 0.9308 -0.3724 1.0483
2 C 2.3938 3.4944 0.0147
3 C 1.9492 2.0772 0.1578
4 N 1.2543 1.5593 1.0975
5 N 0.7737 2.3149 2.1612
6 C 0.3987 1.5673 3.2723
7 N -0.3565 2.2070 4.1491
8 S 0.9356 -0.0057 3.4959
9 C 2.4374 1.0762 -0.8315
10 C 3.2157 1.4230 -1.9170
11 C 3.7088 0.4168 -2.7394
12 C 3.4139 -0.8972 -2.4368
13 C 2.6163 -1.1645 -1.3324
14 N 2.1325 -0.2036 -0.5537
15 H 2.0749 4.1366 0.8214
16 H 2.0339 3.9115 -0.9270
17 H 3.4851 3.5194 -0.0071
18 H 0.4438 4.1778 1.9987
19 H -0.7973 3.0821 3.9170
20 H -0.6894 1.6879 4.9449
21 H 3.4385 2.4600 -2.1233
22 H 4.3119 0.6632 -3.6030
23 H 3.7843 -1.7102 -3.0449
24 H 2.3371 -2.1768 -1.0721
25 O -3.2450 0.5432 1.4124
26 S -1.9313 0.8859 0.8289
27 O -0.0678 3.3715 1.8363
28 N -0.9764 -0.4496 0.5750
29 C -1.4809 -1.7419 0.5920
30 C -2.7706 -2.1822 0.3685
31 C -3.0879 -3.5549 0.4193
32 C -2.1529 -4.5158 0.6833
33 C -0.8215 -4.1142 0.9199
34 C 0.2251 -5.0062 1.2371
35 C 1.4875 -4.5352 1.4745
36 C 1.7219 -3.1577 1.3917
37 N 0.7701 -2.2975 1.0965
38 C -0.5041 -2.7418 0.8648
39 C -2.2592 1.3854 -0.8777
40 C -1.4394 2.3426 -1.4552
41 C -1.6988 2.7923 -2.7442
42 C -2.7870 2.2918 -3.4434
43 C -3.6158 1.3443 -2.8541
44 C -3.3606 0.8957 -1.5667
45 H -3.5598 -1.4703 0.1931
46 H -4.1149 -3.8485 0.2430
47 H -2.4118 -5.5654 0.7227
48 H 0.0125 -6.0665 1.3010
49 H 2.3021 -5.1982 1.7280
50 H 2.7098 -2.7497 1.5774
51 H -0.6045 2.7490 -0.8917
52 H -1.0659 3.5465 -3.1954
53 H -3.0032 2.6540 -4.4401
54 H -4.4723 0.9625 -3.3949
55 H -4.0246 0.1865 -1.0925


No. 3
Entry from the OMol25 dataset: an isolated molecule of C3H7NO2 (ωB97M-V with the def2-TZVPD basis set).

## Properties
- Structure (SMILES): CN/C(O)=C\O
- LUMO level: 0.0311 Eh
- Energy above the lowest of the compared OMol25 structures with the same formula, charge and spin: 58.8 kcal/mol
- Gap between HOMO and LUMO: 0.2932 hartree
- 2S+1: 1

Geometry (Å):
1 C 2.0548 0.1179 -0.0914
2 N 0.6510 0.2005 -0.4142
3 C -0.3926 -0.0072 0.4251
4 O -0.1206 -0.1394 1.7528
5 C -1.6957 -0.1390 0.0888
6 O -2.0643 -0.4936 -1.1993
7 H 2.5086 1.1106 0.0426
8 H 2.1752 -0.4367 0.8404
9 H 2.5941 -0.4021 -0.8907
10 H 0.3722 0.4064 -1.3595
11 H -0.9337 -0.6350 1.9726
12 H -2.4326 0.3097 0.7509
13 H -2.7051 0.1501 -1.5132


No. 4
Entry from the OMol25 dataset: a cluster of 15 separate species, C59H148N8O15 in total (ωB97M-V with the def2-TZVPD basis set).

## Properties
- LUMO level: 0.0010 Eh
- Gap between HOMO and LUMO: 0.2967 hartree
- 2S+1: 1

Geometry (Å):
1 C 4.4131 -1.1202 4.1527
2 C 4.3083 -2.5981 4.5085
3 C 3.9553 -2.5735 6.0777
4 C 3.4963 -4.0035 6.5153
5 C 2.3024 -4.4277 5.6732
6 C 2.5932 -4.4816 4.1676
7 N 3.2036 -3.2213 3.7382
8 O 3.2795 -3.0402 2.3645
9 C 3.5076 -5.7080 4.0119
10 C 1.2864 -4.7116 3.4251
11 C 5.7116 -3.2724 4.2869
12 H 4.8694 -1.0512 3.1652
13 H 5.1508 -0.6191 4.7794
14 H 3.5027 -0.5257 4.2284
15 H 4.7473 -2.1041 6.6612
16 H 3.1592 -1.8690 6.3184
17 H 3.0336 -3.8796 7.4944
18 H 4.2349 -4.7983 6.6199
19 H 1.4754 -3.7359 5.8330
20 H 2.0426 -5.3794 6.1369
21 H 3.0433 -6.6223 4.3813
22 H 3.6998 -5.8177 2.9446
23 H 4.4554 -5.5819 4.5351
24 H 1.3976 -4.6479 2.3426
25 H 1.0641 -5.7763 3.4963
26 H 0.4222 -4.0809 3.6331
27 H 6.5524 -2.5833 4.2085
28 H 5.6919 -3.9219 3.4117
29 H 5.9333 -3.9157 5.1384
30 H 2.4314 -2.6131 2.2235
31 C 6.0006 10.5126 -4.1005
32 C 7.2377 9.7860 -3.7030
33 C 7.7139 10.3656 -2.3549
34 C 8.5206 9.4313 -1.4933
35 C 7.8522 8.0592 -1.3840
36 C 7.5424 7.3995 -2.7330
37 N 6.8667 8.3957 -3.5923
38 O 6.3380 7.8697 -4.7854
39 C 8.8276 6.8347 -3.2951
40 C 6.5259 6.2558 -2.4429
41 C 8.4597 10.0154 -4.6579
42 H 5.5635 10.1702 -5.0385
43 H 6.1838 11.5733 -4.2718
44 H 5.1587 10.4021 -3.4171
45 H 8.3635 11.2359 -2.4485
46 H 6.8433 10.6621 -1.7700
47 H 8.5208 9.9147 -0.5164
48 H 9.5315 9.3799 -1.8979
49 H 6.9289 8.1676 -0.8150
50 H 8.5538 7.3927 -0.8823
51 H 9.5461 7.6453 -3.4170
52 H 9.1669 6.0981 -2.5669
53 H 8.7874 6.4175 -4.3013
54 H 5.5878 6.5840 -1.9953
55 H 6.2356 5.7475 -3.3623
56 H 6.8293 5.3813 -1.8672
57 H 8.3262 9.5801 -5.6483
58 H 9.3076 9.4936 -4.2142
59 H 8.8060 11.0479 -4.7041
60 H 5.4098 7.8375 -4.5427
61 C 0.5001 5.8694 6.4944
62 C 1.8905 6.4849 6.1410
63 C 2.8744 5.2849 5.8981
64 C 4.3133 5.7009 5.4628
65 C 4.1493 6.6281 4.1615
66 C 3.0912 7.7679 4.1638
67 N 1.8882 7.2457 4.8088
68 O 0.8469 8.1095 4.8422
69 C 3.7584 8.9443 4.8736
70 C 2.7795 8.1410 2.6979
71 C 2.3768 7.3377 7.3474
72 H -0.2924 6.6130 6.5782
73 H 0.5178 5.1104 7.2766
74 H 0.1672 5.3710 5.5840
75 H 3.0166 4.7842 6.8557
76 H 2.5014 4.6425 5.1004
77 H 4.8831 4.7919 5.2698
78 H 4.9114 6.2314 6.2036
79 H 4.0265 5.9782 3.2951
80 H 5.1238 7.0927 4.0116
81 H 2.9161 9.5635 5.1821
82 H 4.2921 8.5738 5.7489
83 H 4.3086 9.6038 4.2025
84 H 1.9872 8.8895 2.6885
85 H 3.5922 8.6563 2.1859
86 H 2.5325 7.2404 2.1358
87 H 2.0308 8.3709 7.3176
88 H 3.4558 7.4466 7.2376
89 H 2.0900 6.9117 8.3089
90 H 0.4722 7.9698 3.9694
91 C -6.8912 -13.1359 -0.1953
92 C -6.6645 -11.7962 -0.8539
93 C -7.9389 -10.9569 -0.8304
94 C -8.2317 -10.4170 0.5394
95 C -6.9934 -9.7193 1.1930
96 C -5.7179 -10.5646 1.1858
97 N -5.5395 -11.0791 -0.1831
98 O -4.2030 -11.5541 -0.4255
99 C -4.5686 -9.5388 1.5239
100 C -5.6702 -11.6018 2.2860
101 C -6.2569 -12.0670 -2.3382
102 H -7.3504 -12.8995 0.7646
103 H -5.9740 -13.7245 -0.2109
104 H -7.7043 -13.6513 -0.7066
105 H -7.9614 -10.1588 -1.5724
106 H -8.6878 -11.7071 -1.0842
107 H -8.5917 -11.2625 1.1257
108 H -9.0362 -9.6883 0.4397
109 H -7.3003 -9.6169 2.2339
110 H -6.8553 -8.7250 0.7683
111 H -4.8773 -9.0548 2.4505
112 H -3.5878 -9.9926 1.6662
113 H -4.4802 -8.8044 0.7234
114 H -6.7065 -11.8772 2.4815
115 H -5.0858 -12.5061 2.1159
116 H -5.1386 -11.2215 3.1583
117 H -6.9717 -12.6987 -2.8655
118 H -5.2836 -12.5558 -2.3813
119 H -6.0476 -11.1526 -2.8934
120 H -4.2233 -12.4051 0.0183
121 C -2.8510 6.3185 1.7767
122 O -2.2712 7.4834 1.1728
123 H -2.0557 5.9128 2.4020
124 H -3.6785 6.6749 2.3901
125 H -3.3258 5.5933 1.1159
126 H -2.9635 8.1066 0.9405
127 C -3.8369 -2.3505 -6.1106
128 O -3.2814 -1.2501 -5.5443
129 H -4.8536 -2.5163 -5.7545
130 H -3.9465 -1.9592 -7.1220
131 H -3.1584 -3.2021 -6.1608
132 H -3.3717 -0.6374 -6.2778
133 C -8.4536 1.1837 -4.5704
134 O -8.8567 2.0806 -5.5988
135 H -8.6277 0.1588 -4.8983
136 H -7.3955 1.3046 -4.3382
137 H -8.9402 1.4708 -3.6383
138 H -8.0696 2.6234 -5.6849
139 C -4.7148 4.9747 -4.6658
140 O -5.1997 4.8326 -5.9520
141 H -4.1287 5.8932 -4.6333
142 H -5.5225 4.9564 -3.9342
143 H -4.0600 4.1462 -4.3957
144 H -5.7154 5.6338 -6.0695
145 C -6.0947 2.0980 1.2253
146 O -6.1427 2.1128 -0.2162
147 H -6.3629 1.1088 1.5962
148 H -5.0340 2.1433 1.4719
149 H -6.6837 2.9219 1.6284
150 H -5.6268 1.3928 -0.5862
151 C -2.1124 -8.1093 -3.2398
152 O -3.4707 -8.1931 -2.8687
153 H -1.9453 -8.9599 -3.9007
154 H -1.8448 -7.1788 -3.7403
155 H -1.4032 -8.3390 -2.4446
156 H -3.5519 -8.8772 -2.2002
157 C -7.1027 -4.3351 -1.9426
158 O -5.8972 -4.6912 -2.5562
159 H -7.9778 -4.7403 -2.4506
160 H -7.1635 -4.7173 -0.9236
161 H -7.2723 -3.2621 -1.8528
162 H -5.7085 -5.6318 -2.5206
163 C 2.7461 -5.9068 -4.7683
164 C 3.3919 -7.3355 -4.5481
165 C 3.5532 -7.7106 -3.0947
166 O 4.5788 -8.6990 -3.0515
167 C 5.0253 -9.1673 -1.8005
168 N 2.5690 -8.3627 -5.2504
169 H 1.7031 -5.8973 -4.4517
170 H 2.8303 -5.4581 -5.7581
171 H 3.2922 -5.1809 -4.1658
172 H 4.3556 -7.3980 -5.0535
173 H 2.5887 -8.0022 -2.6789
174 H 3.7820 -6.8931 -2.4110
175 H 4.1551 -9.5545 -1.2706
176 H 5.6313 -8.5405 -1.1463
177 H 5.5743 -10.1063 -1.8707
178 H 2.6905 -8.0652 -6.2079
179 H 3.0168 -9.2677 -5.2239
180 C -0.2359 8.3099 -8.7491
181 C 0.7169 8.0403 -7.5822
182 C 0.0093 7.6994 -6.2491
183 O 0.9374 7.3571 -5.2444
184 C 0.2978 6.9479 -4.0591
185 N 1.6272 7.0292 -8.0062
186 H -0.6470 9.2881 -8.4997
187 H -1.1505 7.7200 -8.8102
188 H 0.2825 8.4578 -9.6964
189 H 1.4023 8.8652 -7.3875
190 H -0.6708 6.8582 -6.3825
191 H -0.5911 8.5451 -5.9138
192 H 0.9265 7.1710 -3.1971
193 H 0.0356 5.8899 -4.0577
194 H -0.5964 7.5399 -3.8640
195 H 1.1143 6.2054 -8.2863
196 H 2.0488 6.8156 -7.1137
197 C -4.4945 -2.5839 4.2329
198 C -3.6446 -1.9843 5.3760
199 C -3.2959 -0.4143 5.1778
200 O -2.3739 0.0240 6.1622
201 C -1.0956 0.2125 5.5825
202 N -4.3839 -2.1539 6.6063
203 H -5.3667 -1.9923 3.9548
204 H -4.7349 -3.6199 4.4715
205 H -3.8669 -2.7697 3.3613
206 H -2.7141 -2.5455 5.4620
207 H -4.1120 0.3005 5.2832
208 H -2.8802 -0.2016 4.1929
209 H -0.3988 0.6455 6.3002
210 H -1.0497 0.8283 4.6843
211 H -0.6991 -0.7742 5.3430
212 H -4.7286 -3.0853 6.7899
213 H -3.9063 -1.8362 7.4377
214 C -1.6941 -2.0739 -0.7555
215 C -2.3815 -0.7427 -0.5732
216 C -1.4420 0.4536 -0.7627
217 O -0.1340 0.3252 -0.1299
218 C 0.6124 1.5471 0.0421
219 N -3.4770 -0.7609 -1.4881
220 H -1.5424 -2.2376 -1.8224
221 H -2.3860 -2.8716 -0.4848
222 H -0.7837 -1.9894 -0.1621
223 H -2.8109 -0.6746 0.4263
224 H -1.8971 1.4399 -0.6724
225 H -1.1881 0.4669 -1.8226
226 H 0.0706 2.4317 0.3768
227 H 0.9162 1.9483 -0.9248
228 H 1.5629 1.5871 0.5742
229 H -3.9736 -1.6337 -1.3799
230 H -2.9861 -0.8336 -2.3678